The following is a quantum chemistry calculation of 2 unconnected molecules or ions with the total composition C8H9N3O4 at a distorted geometry, from OMol25.

## Properties
net charge: 0
Kohn-Sham gap (alpha / beta): 8.190 / 8.189 eV
spin multiplicity: 1
ΔE to the lowest compared entry with this formula, charge and spin: 84.60 kcal/mol

CARTESIAN COORDINATES (ANGSTROEM)
H 1.32841 1.74310 -1.96597
H -0.30534 -1.66577 0.57779
O 2.41412 -1.62528 -1.05394
H 2.95142 -1.62509 2.04619
O 1.96770 -0.11344 0.60312
N 1.78884 0.96701 -1.50832
H -2.69987 -2.29473 0.76570
C -3.40552 -0.38741 0.08031
C -2.42823 -1.30992 0.41556
C -1.72936 1.24741 -0.46229
O 1.04244 2.00465 1.70399
H 1.88179 0.10645 -2.03237
C -1.08388 -0.96571 0.31514
O 0.64834 2.93618 -0.22157
N 1.02770 2.00486 0.48642
H 3.43483 -2.87210 0.91995
C 2.44460 -1.29633 0.10421
H -3.83708 1.59717 -0.60962
C 1.39383 0.81853 -0.20643
H -1.43367 2.24214 -0.76804
H -4.44711 -0.65970 0.17267
C -3.06796 0.88168 -0.35993
N 2.92877 -2.02948 1.12321
C -0.81477 0.29581 -0.12577

Cartesian forces (eV/Å) of the 3 atoms listed first:
0.0559 -0.1493 0.0913
0.0825 -0.0813 0.0548
-0.0792 0.0273 0.0100

Here are the Mulliken charges for atoms 1 to 5, given in e: H 0.280; H 0.254; O -0.616; H 0.217; O -0.225